# 1
{"formula": "C45H48As2BrHgN4O3S2", "method": "ωB97M-V/def2-TZVPD", "charge": -2, "multiplicity": 2, "molar_mass_g_mol": 1187.4, "largest_force_ev_per_a": 1.309, "total_energy_ev": -277115.018, "lumo_ev": [3.93, 3.86], "relative_energy_kj_mol": 30.40, "s_squared": 0.78, "orbital_gap_ev": [5.23, 6.19], "symbols": ["Hg", "O", "C", "O", "C", "C", "C", "C", "C", "C", "N", "C", "C", "C", "C", "C", "C", "N", "H", "H", "H", "H", "H", "H", "H", "H", "H", "H", "S", "C", "C", "C", "C", "N", "C", "C", "C", "S", "C", "N", "H", "H", "C", "As", "C", "C", "C", "C", "C", "C", "C", "As", "C", "C", "H", "H", "H", "H", "H", "H", "H", "H", "H", "H", "H", "H", "H", "H", "H", "H", "C", "C", "C", "C", "C", "C", "C", "Br", "C", "O", "C", "C", "C", "C", "C", "C", "H", "H", "H", "H", "H", "H", "H", "H", "H", "H", "H", "H", "H", "H", "H", "H", "H", "H", "H", "H"], "coordinates": [[0.659443, 0.048910, 1.188994], [4.403904, 4.676632, 6.433339], [4.776566, 3.365744, 6.585621], [5.544899, 3.083649, 7.485594], [4.206701, 2.406931, 5.652821], [3.558348, 2.758239, 4.450789], [3.034354, 1.802606, 3.625557], [3.108842, 0.424976, 3.927940], [3.784863, 0.080193, 5.125677], [4.308077, 1.037414, 5.950419], [2.510731, -0.460900, 3.098970], [2.854148, -1.735234, 3.092915], [2.136816, -2.724790, 2.396918], [2.538627, -4.086384, 2.438440], [1.789293, -5.040144, 1.807445], [0.619173, -4.650426, 1.137347], [0.309811, -3.303864, 1.106013], [1.030628, -2.366459, 1.690609], [3.734568, 4.751364, 5.739447], [3.496889, 3.793611, 4.132282], [2.559645, 2.081535, 2.697253], [3.857174, -0.959321, 5.413351], [4.800569, 0.757288, 6.872121], [3.751871, -2.071066, 3.617919], [3.433823, -4.355841, 2.984724], [2.086984, -6.080651, 1.828696], [-0.007432, -5.380402, 0.648547], [-0.572858, -2.942168, 0.584061], [-0.258005, 2.087803, 2.277702], [0.196724, 3.217169, 1.039536], [-0.403291, 4.471300, 1.109994], [-0.112394, 5.487481, 0.206627], [-0.684939, 6.759095, 0.354002], [-1.136256, 7.808525, 0.494690], [0.790591, 5.227031, -0.848823], [1.384679, 3.975694, -0.931449], [1.139085, 2.971216, 0.000159], [2.087399, 1.529445, -0.181803], [1.118734, 6.216920, -1.786012], [1.421446, 7.011556, -2.561584], [-1.105408, 4.658859, 1.910092], [2.081081, 3.763216, -1.729201], [-1.080472, -1.575613, 5.031764], [-1.581813, -1.271819, 3.145353], [-2.974221, 0.075423, 3.491690], [-2.807051, -2.776439, 2.837232], [-3.117849, -3.741619, 3.786420], [-4.034201, -4.743554, 3.513634], [-4.634352, -4.804587, 2.271271], [-4.300182, -3.869240, 1.309415], [-3.398092, -2.850133, 1.570286], [-2.889051, -1.463803, 0.260705], [-4.746676, -0.831304, -0.033852], [-2.837543, -2.596343, -1.352316], [-1.937718, -1.688401, 5.698893], [-0.499458, -0.707772, 5.351666], [-0.434098, -2.452489, 5.112784], [-3.771604, -0.300930, 4.136719], [-3.393987, 0.396456, 2.537061], [-2.498613, 0.939755, 3.956895], [-2.637474, -3.723808, 4.757975], [-4.279667, -5.477998, 4.270815], [-5.350472, -5.587810, 2.049568], [-4.761936, -3.941199, 0.332695], [-5.429345, -1.672433, -0.150359], [-4.781919, -0.204580, -0.926782], [-5.069605, -0.228844, 0.814774], [-3.780414, -3.109827, -1.542701], [-2.039826, -3.330414, -1.260206], [-2.601971, -1.954393, -2.203184], [-1.409195, 1.129742, -6.911870], [-0.653373, 2.130841, -6.022862], [0.717476, 2.435656, -6.639601], [-1.451114, 3.435737, -5.982784], [-0.506844, 1.505081, -4.645109], [-1.218271, 1.941743, -3.537091], [-1.144581, 1.222535, -2.368059], [-2.285483, 1.788908, -0.929889], [-0.369976, 0.054643, -2.151690], [-0.464554, -0.593702, -1.049069], [0.423425, -0.321920, -3.284302], [0.288012, 0.377956, -4.469764], [1.360103, -1.530357, -3.299543], [1.700445, -2.074037, -1.913067], [2.700570, -1.160313, -3.955156], [0.683549, -2.645783, -4.112417], [-1.600579, 1.551817, -7.898786], [-2.361360, 0.875183, -6.449845], [-0.837077, 0.212559, -7.030791], [0.597049, 2.872321, -7.631616], [1.318409, 1.535863, -6.737236], [1.260019, 3.139245, -6.012479], [-1.516999, 3.859748, -6.985012], [-0.967999, 4.160982, -5.332488], [-2.461360, 3.258647, -5.622589], [-1.845811, 2.818112, -3.561348], [0.834822, 0.023260, -5.332269], [2.156487, -1.297559, -1.300106], [2.410673, -2.898594, -2.005048], [0.814543, -2.431596, -1.401017], [3.131483, -0.300933, -3.448293], [2.597931, -0.923228, -5.010743], [3.395858, -1.995092, -3.870685], [-0.257761, -2.923874, -3.642869], [1.322272, -3.528312, -4.164350], [0.472915, -2.308315, -5.126111]], "forces_ev_per_a": [[0.15, -0.70, 0.10], [0.09, -0.14, 0.05], [0.43, 0.24, 0.62], [-0.42, 0.31, -0.40], [-0.28, -0.55, -0.46], [0.24, -0.03, 0.41], [-0.15, -0.05, -0.37], [0.25, 0.27, 0.39], [-0.16, -0.33, -0.23], [0.17, 0.56, 0.20], [-0.32, -0.09, -0.44], [0.38, -0.02, 0.37], [0.08, 0.01, 0.00], [-0.02, -0.10, -0.02], [0.02, 0.18, 0.08], [-0.09, -0.09, -0.09], [-0.37, -0.32, -0.27], [0.23, 0.73, -0.19], [0.10, -0.12, 0.11], [-0.04, 0.02, -0.06], [-0.03, 0.03, -0.04], [-0.04, -0.05, 0.05], [0.03, -0.01, 0.02], [-0.02, -0.04, -0.01], [0.04, 0.06, 0.01], [0.02, -0.04, 0.03], [-0.12, 0.04, -0.07], [0.10, -0.08, -0.06], [-0.26, -0.11, 0.23], [0.11, 0.02, -0.04], [0.09, 0.32, -0.22], [0.58, -1.09, -0.29], [-0.44, 0.91, 0.16], [-0.09, 0.11, 0.01], [-0.38, -0.81, 0.96], [-0.15, 0.31, -0.03], [0.01, -0.11, 0.23], [0.33, -0.08, -0.21], [0.30, 0.73, -0.75], [-0.01, 0.10, -0.08], [-0.04, 0.04, 0.00], [0.02, 0.06, -0.08], [-0.01, -0.09, 0.00], [-0.08, 0.24, 0.50], [-0.06, 0.05, 0.05], [0.00, 0.05, -0.06], [0.15, 0.02, 0.28], [0.03, -0.10, 0.17], [-0.12, -0.20, -0.06], [-0.14, -0.06, -0.22], [0.00, -0.05, 0.06], [-0.44, 0.05, -0.27], [0.02, 0.05, -0.04], [0.05, 0.10, -0.03], [-0.03, -0.02, -0.05], [-0.03, -0.02, -0.09], [-0.04, 0.03, -0.04], [0.07, -0.08, -0.03], [0.05, 0.02, 0.05], [0.00, -0.01, -0.05], [-0.02, 0.06, 0.02], [0.03, -0.02, 0.04], [-0.01, 0.01, -0.02], [-0.03, 0.03, -0.09], [-0.03, -0.05, -0.02], [0.11, -0.05, 0.04], [0.02, 0.00, 0.05], [-0.06, 0.00, 0.08], [0.09, -0.03, 0.02], [0.02, 0.05, 0.09], [0.09, 0.18, 0.03], [-0.05, 0.01, -0.12], [-0.17, -0.03, 0.06], [0.12, -0.22, 0.01], [-0.01, 0.15, 0.02], [0.07, -0.08, -0.07], [-0.29, 0.17, 0.30], [0.17, 0.03, -0.20], [-0.18, 0.03, 0.06], [0.21, -0.26, 0.13], [0.00, 0.00, 0.12], [-0.01, 0.13, -0.04], [0.07, -0.20, 0.01], [-0.07, -0.04, 0.04], [-0.15, -0.03, 0.01], [0.13, 0.11, 0.10], [-0.02, 0.04, -0.18], [-0.10, -0.04, 0.02], [0.05, -0.13, -0.02], [0.00, 0.06, -0.13], [0.10, -0.10, -0.02], [0.09, 0.08, 0.06], [0.00, 0.04, -0.09], [0.01, 0.13, 0.09], [-0.15, 0.05, 0.05], [-0.08, 0.06, -0.05], [0.09, -0.08, -0.07], [-0.02, 0.03, 0.10], [0.10, -0.07, -0.09], [0.01, 0.02, 0.06], [0.09, 0.13, 0.06], [0.01, 0.06, -0.15], [0.07, -0.12, 0.01], [-0.13, -0.06, 0.05], [0.08, -0.13, 0.00], [-0.04, 0.01, -0.12]], "lowdin_charge": [0.71, 0.08, -0.49, 0.06, -0.17, -0.03, -0.04, -0.29, -0.03, -0.04, 0.02, -0.15, -0.29, -0.05, -0.11, -0.09, -0.21, 0.00, 0.08, 0.11, 0.05, 0.09, 0.11, 0.10, 0.10, 0.09, 0.09, 0.06, 0.51, -0.74, -0.10, -0.21, -0.21, 0.14, -0.21, -0.08, -0.71, 0.56, -0.21, 0.14, 0.10, 0.10, -0.32, 1.08, -0.33, -0.43, -0.12, -0.11, -0.11, -0.13, -0.43, 1.13, -0.32, -0.29, 0.01, 0.02, 0.02, 0.02, -0.01, 0.00, 0.08, 0.09, 0.09, 0.08, 0.00, 0.00, 0.01, 0.01, 0.01, 0.02, -0.05, -0.56, -0.05, -0.07, -0.20, -0.11, -0.53, 0.77, -0.47, -0.33, -0.10, -0.02, -0.53, -0.07, -0.06, -0.04, 0.07, 0.09, 0.07, 0.07, 0.07, 0.09, 0.08, 0.09, 0.08, 0.08, 0.09, 0.06, 0.08, 0.05, 0.09, 0.06, 0.07, 0.08, 0.08, 0.07]}

***

# 2
{"formula": "C45H48BIN12PSTl", "method": "ωB97M-V/def2-TZVPD", "charge": 3, "multiplicity": 2, "molar_mass_g_mol": 1162.1, "largest_force_ev_per_a": 2.545, "total_energy_ev": -98896.902, "lumo_ev": [-8.46, -8.89], "relative_energy_kj_mol": 0.00, "s_squared": 0.75, "orbital_gap_ev": [6.59, 6.17], "symbols": ["Tl", "C", "C", "C", "C", "N", "N", "B", "N", "C", "C", "C", "C", "N", "N", "C", "C", "C", "C", "N", "N", "C", "C", "C", "C", "N", "H", "H", "H", "H", "H", "H", "H", "H", "H", "H", "H", "H", "H", "H", "H", "H", "H", "H", "H", "H", "I", "C", "C", "C", "C", "C", "C", "C", "C", "C", "P", "C", "C", "C", "C", "C", "C", "C", "C", "C", "C", "C", "C", "C", "H", "H", "H", "H", "H", "H", "H", "H", "H", "H", "H", "H", "H", "H", "H", "H", "N", "N", "H", "H", "H", "H", "N", "C", "S", "N", "C", "C", "C", "C", "C", "C", "H", "H", "H", "H", "H", "H", "H", "H"], "coordinates": [[0.204815, 0.233678, 0.705073], [-2.004400, 0.957740, -2.129237], [-2.626964, 0.958290, -0.820069], [-3.967257, 0.839152, -0.446261], [-3.934397, 0.663843, 0.926315], [-2.669022, 0.761488, 1.368858], [-1.884861, 0.935771, 0.285020], [-2.234186, 0.920089, 2.869463], [-1.309343, -0.258843, 3.285682], [-1.003319, -0.766259, 4.488381], [-0.146971, -1.870786, 4.331371], [0.131275, -1.916779, 2.970410], [0.985833, -2.847862, 2.170496], [-0.617700, -0.975835, 2.372778], [-1.448737, 2.197025, 2.960114], [-1.442203, 3.133019, 3.888757], [-0.229040, 3.839492, 3.871711], [0.484138, 3.239950, 2.792974], [1.848364, 3.619257, 2.335294], [-0.223165, 2.250071, 2.232793], [-3.459132, 0.828836, 3.716090], [-4.117160, -0.305875, 4.052616], [-5.379630, 0.082422, 4.449659], [-5.410759, 1.466903, 4.340451], [-6.551218, 2.364450, 4.784353], [-4.248536, 1.930919, 3.899326], [-2.699358, 1.295713, -2.879519], [-1.089089, 1.555670, -2.148740], [-1.746534, -0.096876, -2.363796], [-4.831344, 0.699887, -1.062926], [-4.732464, 0.618453, 1.634654], [-1.522190, -0.386244, 5.364915], [0.312315, -2.455640, 5.061455], [0.542329, -3.863040, 2.115721], [1.143106, -2.571097, 1.146538], [1.908759, -3.025623, 2.696425], [-2.337057, 3.274560, 4.505638], [0.120437, 4.627652, 4.523725], [2.604207, 3.388984, 3.118061], [2.214676, 3.128340, 1.453798], [1.832871, 4.689624, 2.238166], [-3.748397, -1.279194, 3.943613], [-6.136692, -0.613800, 4.788281], [-7.012196, 1.917963, 5.684176], [-6.209203, 3.332132, 5.041561], [-7.324709, 2.487767, 4.015987], [3.047650, 0.185009, 2.977884], [4.658176, -0.260296, 1.734005], [5.595302, -1.142363, 2.220589], [6.790345, -1.367192, 1.506577], [7.157223, -0.507758, 0.490505], [6.179836, 0.446237, -0.035644], [6.610580, 1.409040, -0.996603], [5.709888, 2.360606, -1.440736], [4.351818, 2.165221, -1.114194], [3.936224, 1.222674, -0.164617], [2.363185, 0.567426, -0.787292], [2.682270, -0.927895, -1.716458], [3.893476, -1.609531, -1.640775], [4.091131, -2.782221, -2.391297], [3.101841, -3.235639, -3.250172], [1.883023, -2.577773, -3.289236], [1.659749, -1.442930, -2.546280], [1.547437, 1.726931, -1.848496], [0.826544, 2.741980, -1.150262], [0.365088, 3.802988, -1.892698], [0.621778, 3.925221, -3.271874], [1.256115, 2.891717, -3.960135], [1.761909, 1.858265, -3.232942], [4.885079, 0.450679, 0.563378], [5.453669, -1.646987, 3.160574], [7.518756, -2.058810, 1.957201], [8.187157, -0.495679, 0.198921], [7.667759, 1.388034, -1.251613], [5.940752, 3.161731, -2.130339], [3.652932, 2.822853, -1.625175], [4.638278, -1.261358, -0.926677], [5.063647, -3.225938, -2.346497], [3.383341, -4.013888, -3.966858], [1.118150, -2.872940, -3.971983], [0.748223, -0.907828, -2.602592], [0.746056, 2.740580, -0.057317], [-0.005758, 4.632374, -1.354401], [0.356249, 4.845847, -3.825307], [1.384427, 3.000774, -5.025862], [2.199274, 1.008481, -3.713601], [-4.085922, 3.829847, 0.967608], [-3.097809, 4.328419, 0.316578], [-4.570483, 4.512127, 1.514655], [-4.351022, 2.880265, 0.740590], [-2.388279, 3.701233, -0.069530], [-3.047514, 5.321348, 0.227936], [-2.801035, -4.390749, -1.207251], [-1.741546, -3.538683, -1.320261], [-1.423814, -2.298190, -0.253283], [-0.978588, -3.650311, -2.401074], [-1.363924, -4.272038, -3.652951], [-0.948766, -5.557116, -3.874284], [-1.244851, -6.118429, -5.154603], [-1.844780, -5.360425, -6.122802], [-2.290831, -4.093217, -5.862109], [-2.050313, -3.545353, -4.614591], [-3.366215, -4.295495, -0.379151], [-2.893763, -5.245749, -1.762360], [-0.113529, -3.164731, -2.334062], [-0.420042, -6.122679, -3.100995], [-0.845671, -7.114355, -5.421418], [-2.017741, -5.791624, -7.075700], [-2.859557, -3.487948, -6.571576], [-2.318526, -2.549157, -4.451191]], "forces_ev_per_a": [[0.78, -0.10, 0.17], [0.66, -0.70, -0.92], [-0.45, -0.12, 0.99], [-0.01, -0.44, 0.30], [0.16, 0.52, 0.37], [-0.87, -0.32, -0.70], [0.86, 0.16, 0.15], [-0.18, -0.60, 0.09], [0.77, -0.87, 0.17], [-0.49, -0.62, 0.39], [-0.41, 1.76, -0.87], [-0.67, -0.10, -0.25], [-0.57, -1.15, 0.91], [0.53, 0.59, -1.28], [1.80, 0.22, -1.39], [0.37, 1.49, 1.34], [-0.55, -1.09, -1.04], [-0.45, -0.35, 0.64], [0.38, -0.04, 1.29], [-0.90, -0.12, 0.89], [0.38, 0.48, 0.03], [-1.58, 1.42, 0.10], [0.34, -1.60, 0.03], [-0.59, 1.09, 0.50], [-0.16, -1.29, -0.16], [-0.11, -0.06, -0.36], [-0.12, 0.19, -0.36], [-0.24, -0.11, -0.13], [-0.03, 0.46, -0.01], [-0.15, 0.20, -0.28], [-0.42, -0.33, 0.25], [0.32, -0.13, -0.11], [0.34, -0.79, 1.14], [-0.17, 0.59, 0.08], [0.18, 0.49, -0.44], [0.59, 0.22, 0.02], [0.56, -0.17, -0.18], [-0.22, -0.05, -0.15], [-0.56, 0.16, -0.32], [-0.10, -0.16, -0.57], [0.36, 0.53, -0.38], [0.75, -1.03, -0.11], [-0.04, 0.35, 0.02], [0.09, 0.25, -0.51], [0.50, 0.99, 0.27], [0.15, -0.24, 0.14], [-0.24, -0.04, -0.05], [0.16, -0.74, 0.83], [-0.08, -0.04, -0.68], [0.68, 0.54, 0.53], [-1.68, 0.43, 0.33], [1.90, -1.11, 1.28], [-0.79, 0.39, 0.38], [0.16, -0.81, 0.10], [0.45, 0.27, 0.55], [-1.04, 0.68, -1.48], [-0.50, -0.65, 0.79], [-0.26, -0.63, -0.19], [-0.17, -0.52, 0.44], [-0.22, 1.21, 0.24], [1.02, -0.06, -0.22], [0.01, 0.34, -0.26], [1.20, 0.23, 0.80], [-0.51, 1.83, 0.32], [1.03, -0.89, -0.92], [0.80, 0.38, -0.78], [-0.34, 0.29, 0.12], [-0.51, 1.50, 0.15], [-0.34, -1.84, 1.03], [0.50, 0.64, -1.34], [-0.14, -0.12, 0.13], [-0.36, 0.33, -0.48], [0.28, 0.04, -0.59], [-0.27, 0.14, -0.24], [0.32, -0.09, 0.09], [-0.05, -0.36, 0.13], [0.01, -0.28, -0.53], [0.27, -0.43, -0.05], [-0.54, 0.02, 0.43], [-0.33, -0.38, -0.48], [-0.97, 0.31, -0.19], [-0.16, 0.06, -0.47], [-0.70, 0.88, 0.33], [-0.05, -0.68, 0.52], [0.17, -0.29, -0.08], [0.62, -0.16, -0.42], [-0.18, 0.18, 0.17], [1.44, -0.39, -0.93], [-0.96, -0.24, 0.49], [-0.29, -0.42, 0.40], [-0.37, 0.26, 0.00], [0.36, 0.59, 0.02], [0.80, 0.63, 0.16], [-1.28, -1.17, -0.98], [-0.20, 0.51, 1.29], [-0.53, -0.52, -0.72], [0.50, 0.21, 0.87], [-0.35, -1.30, -1.45], [1.64, -0.53, 1.31], [-0.38, -0.53, -0.20], [-0.53, 1.14, 0.53], [0.48, -0.84, -0.44], [-0.04, -0.08, -0.09], [0.20, 0.68, 0.21], [0.41, 0.38, -0.18], [-0.17, 0.20, -0.36], [-0.48, 0.59, 0.35], [-0.09, -0.33, -0.78], [0.35, -0.38, -0.02], [-0.49, 1.38, 0.52]], "lowdin_charge": [0.81, -0.01, -0.37, 0.01, -0.05, 0.05, -0.03, -0.73, 0.03, 0.00, 0.04, -0.38, -0.06, -0.08, 0.02, -0.05, 0.03, -0.35, -0.05, 0.05, -0.03, -0.05, -0.01, -0.34, -0.01, 0.11, 0.10, 0.06, 0.08, 0.13, 0.13, 0.15, 0.11, 0.11, 0.02, 0.07, 0.13, 0.12, 0.08, 0.03, 0.09, 0.12, 0.12, 0.10, 0.06, 0.08, 1.16, -0.62, -0.11, -0.03, 0.03, -0.14, 0.04, -0.01, -0.06, -0.28, 1.03, -0.33, -0.03, -0.02, -0.02, -0.07, -0.10, -0.42, -0.15, -0.07, -0.01, -0.03, -0.06, -0.29, 0.10, 0.13, 0.12, 0.14, 0.12, 0.11, 0.09, 0.12, 0.13, 0.11, 0.08, 0.05, 0.10, 0.14, 0.13, 0.12, 0.19, 0.17, 0.16, 0.11, 0.14, 0.15, 0.15, -0.84, 0.71, 0.04, -0.28, -0.01, -0.04, -0.08, -0.05, -0.02, 0.10, 0.13, 0.06, 0.13, 0.13, 0.11, 0.12, 0.09]}